A molecular structure, C31H60F3IN3O9PS6 in a non-equilibrium geometry, computed with ωB97M-V/def2-TZVPD.

Each line ends with the Mulliken charge.
Element x y z (Å)
C1 1.80171 2.27639 -0.86223  -0.968
C2 1.54344 1.32019 -1.76218  0.458
C3 2.54183 0.37447 -2.40814  -1.576
C4 2.86741 -0.96302 -1.69050  1.100
C5 3.77394 -0.56600 -0.49833  -1.116
N1 3.69683 -1.69440 -2.68069  -0.342
C6 3.52029 -3.04074 -2.72728  0.189
O1 4.01988 -3.79214 -3.51858  -0.643
C7 2.50696 -3.36440 -1.59886  -1.004
I1 3.73985 -3.98770 0.05833  0.201
P1 1.59432 -4.94187 -1.99115  0.759
N2 2.44166 -6.21450 -2.33405  -0.683
C8 1.72983 -2.01906 -1.46059  3.006
C9 1.15233 -1.70061 -0.07588  -1.266
C10 -0.24277 -2.25016 0.24995  -1.168
C11 -1.33244 -1.20777 0.13148  0.027
O2 -1.14076 -0.05700 0.41631  -0.367
N3 -2.59870 -1.67051 -0.25795  -0.190
C12 -3.20445 -1.07754 -1.40731  0.234
C13 -3.68028 -1.92012 -2.42260  -0.409
C14 -4.31510 -1.36449 -3.52450  -0.716
C15 -4.49817 0.00907 -3.65339  -0.595
C16 -4.00937 0.85053 -2.65023  -0.623
C17 -3.38277 0.29342 -1.54200  -0.121
C18 0.65429 -2.10094 -2.53823  -3.787
O3 -0.01388 -0.85284 -2.77382  0.655
C19 -0.39988 -0.67667 -4.05195  0.541
F1 -1.09204 -1.71446 -4.51828  -0.268
F2 0.63748 -0.49587 -4.88204  -0.314
F3 -1.14486 0.40789 -4.11240  -0.227
H1 2.48991 2.16626 -0.03467  0.266
H2 1.24076 3.20077 -0.90998  0.184
H3 0.51896 1.24886 -2.10089  0.004
H4 3.48168 0.91806 -2.46253  0.718
H5 2.22283 0.20744 -3.42866  0.355
H6 3.66084 -1.15315 0.40401  0.137
H7 3.66213 0.47410 -0.21813  0.263
H8 4.80853 -0.68583 -0.81228  0.355
H9 4.60801 -1.32304 -2.90043  0.430
H10 0.70452 -4.68943 -3.05423  0.010
H11 0.83909 -5.16887 -0.81675  -0.005
H12 3.43325 -6.00014 -2.33897  0.245
H13 1.81476 -2.07008 0.69853  0.773
H14 1.11021 -0.62540 0.08538  0.336
H15 -0.49988 -3.17238 -0.26628  0.522
H16 -0.23526 -2.51475 1.31072  0.362
H17 -2.56485 -2.67494 -0.36048  0.337
H18 -3.55754 -2.99002 -2.30814  0.344
H19 -4.70433 -2.01838 -4.29436  0.370
H20 -4.99480 0.43581 -4.51049  0.402
H21 -4.11021 1.91874 -2.72431  0.461
H22 -3.02822 0.94904 -0.76298  0.513
H23 -0.11647 -2.82228 -2.28164  0.467
H24 1.08436 -2.44766 -3.47878  1.349
C20 1.71382 -0.27835 5.42088  -0.815
S1 1.36675 -0.69995 3.71718  0.575
O4 2.64736 -0.55458 2.96031  -0.651
C21 0.36444 0.73926 3.33376  -0.782
H25 2.36897 -1.04925 5.83584  0.179
H26 2.20702 0.69459 5.45706  0.320
H27 0.78228 -0.25366 5.98639  0.385
H28 0.94641 1.64359 3.51541  0.389
H29 -0.53094 0.72930 3.95536  0.391
H30 0.07788 0.68622 2.28408  0.032
C22 -2.98727 4.89642 -0.55355  -0.908
S2 -4.54243 4.24778 0.05697  0.463
O5 -4.88174 3.06553 -0.78796  -0.565
C23 -5.55786 5.61221 -0.51208  -1.072
H31 -2.21072 4.16465 -0.33510  0.301
H32 -3.05219 5.05199 -1.63125  0.284
H33 -2.75375 5.83520 -0.05137  0.426
H34 -5.45433 5.72232 -1.59234  0.419
H35 -5.25338 6.52434 -0.00122  0.379
H36 -6.59288 5.38426 -0.26782  0.264
C24 4.63874 -3.05161 9.28181  -0.993
S3 4.32754 -1.88155 7.95610  0.523
O6 3.09732 -2.34034 7.25272  -0.631
C25 5.72231 -2.36548 6.93457  -0.924
H37 3.84396 -2.94408 10.01662  0.332
H38 4.63693 -4.06538 8.88191  0.304
H39 5.59864 -2.82450 9.74525  0.379
H40 5.64716 -3.42533 6.69200  0.305
H41 6.64992 -2.15939 7.46844  0.366
H42 5.68744 -1.77574 6.02075  0.310
C26 -8.40581 5.77172 2.30195  -0.934
S4 -7.46824 7.21083 1.77139  0.546
O7 -6.10063 7.07502 2.33418  -0.601
C27 -8.34535 8.39753 2.79620  -0.979
H43 -7.98880 4.89658 1.80712  0.288
H44 -8.31973 5.65824 3.38242  0.338
H45 -9.44957 5.89277 2.01183  0.369
H46 -8.26270 8.10744 3.84345  0.295
H47 -9.39102 8.43630 2.49100  0.365
H48 -7.88483 9.37163 2.64696  0.335
C28 4.17357 -11.15339 -1.64929  -0.913
S5 5.38411 -10.15570 -2.52852  0.468
O8 6.29436 -9.57490 -1.50621  -0.619
C29 4.23653 -8.86509 -3.01456  -0.813
H49 4.69172 -12.00854 -1.22028  0.320
H50 3.71982 -10.55975 -0.85566  0.301
H51 3.41309 -11.49957 -2.34926  0.335
H52 3.77227 -8.42746 -2.13205  0.227
H53 3.47462 -9.28394 -3.67159  0.360
H54 4.79490 -8.09992 -3.54986  0.337
C30 1.06051 6.96139 -1.42803  -0.737
S6 -0.21241 8.22938 -1.47603  0.406
O9 -1.29909 7.79146 -0.56207  -0.541
C31 -0.75786 7.87953 -3.15250  -0.891
H55 1.50889 6.97532 -0.43700  0.342
H56 0.61188 5.98561 -1.61671  0.084
H57 1.82097 7.18290 -2.17678  0.398
H58 -1.08075 6.84059 -3.22332  0.249
H59 0.05943 8.07306 -3.84713  0.370
H60 -1.59212 8.54063 -3.37698  0.325

Output
Energy relative to the best compared isomer or geometry (same formula, charge and spin) in kJ/mol: 0.00
Charge: 0

A molecular structure, C57H50N3O2PbS4SeSi in a non-equilibrium geometry, computed with ωB97M-V/def2-TZVPD.

Each line ends with the Mulliken charge.
Element x y z (Å)
Pb1 1.99645 -0.97143 0.64369  0.786
C1 -0.89955 2.79637 -4.70101  -1.759
C2 -1.11395 2.31637 -3.29531  1.316
C3 -1.00865 3.20077 -2.22561  -0.778
C4 -1.26945 2.78097 -0.93431  0.068
C5 -1.66015 1.47317 -0.70261  0.778
C6 -1.71605 0.56797 -1.74581  -1.015
C7 -1.43955 0.99277 -3.03441  -1.229
S1 -2.22775 1.00667 0.97159  1.692
O1 -2.13795 2.21237 1.79369  -0.838
C8 -3.94555 1.02177 0.31759  -0.445
C9 -4.31815 2.22357 -0.30491  -0.668
C10 -5.48905 2.33297 -0.98861  -1.408
C11 -6.30065 1.19117 -1.17001  1.052
C12 -7.43965 1.20607 -1.99811  -0.977
C13 -8.19255 0.07927 -2.17771  -0.619
C14 -7.82965 -1.11583 -1.54351  -0.815
C15 -6.74775 -1.15333 -0.70771  -0.931
C16 -5.96255 -0.00403 -0.48511  1.073
C17 -4.80685 -0.04333 0.36169  0.233
C18 -4.76245 -1.17513 1.31149  -0.041
C19 -5.82205 -1.22333 2.27299  1.230
C20 -6.64015 -0.10693 2.54409  -0.763
C21 -7.62865 -0.17103 3.48729  -0.865
C22 -7.86575 -1.36373 4.18429  -0.583
C23 -7.08725 -2.46183 3.94739  -0.961
C24 -6.03245 -2.41373 3.01479  0.980
C25 -5.18715 -3.52343 2.79639  -1.376
C26 -4.11375 -3.41093 1.96549  -0.835
C27 -3.88745 -2.22573 1.25039  0.070
S2 -2.37995 -2.10503 0.22839  1.320
O2 -2.43945 -3.23923 -0.70261  -0.887
C28 -1.37615 -2.65063 1.63929  0.748
C29 -0.82325 -3.91583 1.62579  -0.321
C30 -0.12925 -4.36713 2.73329  -0.655
C31 0.01865 -3.55713 3.85199  1.114
C32 0.75735 -4.04933 5.05789  -1.769
C33 -0.54235 -2.28333 3.84329  -1.124
C34 -1.23665 -1.82153 2.74029  -0.442
H1 0.11515 3.17337 -4.82531  0.333
H2 -1.58925 3.61007 -4.92801  0.380
H3 -1.06595 1.99497 -5.41841  0.388
H4 -0.73155 4.22807 -2.41661  0.459
H5 -1.17135 3.45147 -0.09131  0.439
H6 -1.98015 -0.46123 -1.57231  0.077
H7 -1.48035 0.28087 -3.84651  0.322
H8 -3.66705 3.07437 -0.18021  0.602
H9 -5.77885 3.27587 -1.42751  0.441
H10 -7.69545 2.12597 -2.50441  0.444
H11 -9.06305 0.10027 -2.81701  0.386
H12 -8.40235 -2.01273 -1.73081  0.436
H13 -6.46535 -2.08313 -0.23761  0.366
H14 -6.46115 0.81707 2.01519  0.374
H15 -8.22855 0.70217 3.70239  0.437
H16 -8.66275 -1.40213 4.91269  0.393
H17 -7.25435 -3.38323 4.48709  0.431
H18 -5.39085 -4.44683 3.31839  0.402
H19 -3.43845 -4.23713 1.81179  0.666
H20 -0.92435 -4.52583 0.74059  0.452
H21 0.32495 -5.34643 2.71349  0.371
H22 1.51905 -4.77043 4.77309  0.409
H23 0.06745 -4.53523 5.75029  0.313
H24 1.23305 -3.22203 5.57799  0.365
H25 -0.43325 -1.63893 4.70479  0.316
H26 -1.67905 -0.83483 2.74089  0.356
S3 2.33485 -0.57933 3.26699  -0.489
C35 1.81645 1.06007 3.50489  0.824
C36 1.89235 1.48857 4.83579  -0.263
N1 1.93555 1.78577 5.94609  -0.612
C37 1.32715 1.91087 2.54759  0.475
S4 1.03415 1.49597 0.89639  0.055
C38 1.08275 3.25617 2.85719  -0.577
N2 0.94065 4.37967 3.05589  -0.641
C39 1.95165 -0.28533 -1.66601  -0.360
Si1 3.69755 0.22647 -2.09701  -0.099
C40 4.88575 -0.66353 -0.87191  -1.560
N3 4.56915 -0.44123 0.53959  1.570
C41 5.28925 -1.41603 1.39479  -0.659
C42 6.05015 -0.78403 2.54979  -0.665
C43 7.03465 0.24757 2.00599  -0.812
C44 6.30945 1.27117 1.11359  -0.812
C45 4.82355 0.93047 0.97149  -0.591
C46 3.99365 2.10447 -2.15011  0.184
C47 2.98895 3.01587 -1.84111  0.486
C48 3.22315 4.38007 -1.87881  -0.725
C49 4.46335 4.86197 -2.26401  -0.560
C50 5.46815 3.97007 -2.60341  -0.752
C51 5.23455 2.60887 -2.53801  -0.437
C52 4.13495 -0.33573 -3.84851  0.458
C53 5.04665 -1.34673 -4.11461  -0.321
C54 5.27655 -1.77583 -5.40881  -0.751
C55 4.58845 -1.19493 -6.45981  -0.472
C56 3.68645 -0.17223 -6.21151  -0.659
C57 3.46545 0.25287 -4.91581  -0.370
H27 1.58805 -1.16343 -2.18391  0.740
H28 1.21825 0.50687 -1.73261  -0.585
H29 5.94145 -0.43363 -1.06361  0.595
H30 4.75575 -1.73443 -1.04431  0.746
H31 6.01095 -1.96213 0.78069  0.210
H32 4.57405 -2.14913 1.77459  0.192
H33 6.58465 -1.58163 3.06819  0.488
H34 5.36205 -0.33533 3.26499  0.177
H35 7.79765 -0.27793 1.42439  0.328
H36 7.54535 0.74387 2.83359  0.359
H37 6.77965 1.30717 0.12939  0.110
H38 6.38545 2.26957 1.54529  0.575
H39 4.34985 1.62127 0.27279  -0.096
H40 4.34165 1.07477 1.93929  0.494
H41 2.01205 2.65607 -1.55471  0.277
H42 2.44045 5.06887 -1.59161  0.461
H43 4.65225 5.92667 -2.30331  0.374
H44 6.43985 4.33327 -2.91461  0.406
H45 6.03045 1.92477 -2.80511  0.428
H46 5.57175 -1.80893 -3.29301  0.343
H47 5.98555 -2.57083 -5.59341  0.385
H48 4.75095 -1.54313 -7.47051  0.368
H49 3.15025 0.28477 -7.03201  0.405
H50 2.75585 1.04577 -4.71771  0.449
Se1 2.42095 -3.43863 0.53209  -0.817

Output
Charge: -1

A single C2H5N3S2 molecule in a non-equilibrium geometry, computed with ωB97M-V/def2-TZVPD.

Each line ends with the Mulliken charge.
Element x y z (Å)
H1 -0.88031 -0.05645 -1.44465  0.531
N1 -1.46460 0.71117 -1.11796  -0.811
C1 -0.85300 1.20053 0.02304  0.157
N2 0.16214 0.53630 0.51195  -0.058
S1 0.59668 0.74386 2.17002  -0.104
C2 0.70151 -0.57307 -0.24232  0.057
N3 -0.15415 -1.44425 -0.98707  -0.564
S2 2.31284 -0.85821 -0.05289  -0.283
H2 -1.28546 1.81928 0.88140  0.309
H3 1.45455 1.95990 1.95214  0.194
H4 0.49264 -2.44984 -0.89348  0.331
H5 -1.08283 -1.58923 -0.80018  0.239

Output
Energy relative to the best compared isomer or geometry (same formula, charge and spin) in kJ/mol: 424.96
SMILES: [H]/N=C\N(S)C(N)=S
Charge: 0

Computed HOMO-LUMO gap (Eh) in order:
0.3066, 0.2378, 0.3154
Computed M (Da) in order:
1026.11, 1251.56, 135.22